Entry 1:
{
  "formula": "C4H3F5O2S",
  "method": "wB97M-V/def2-TZVPD",
  "species": ["C", "C", "C", "C", "O", "O", "F", "F", "F", "F", "F", "S", "H", "H", "H"],
  "positions_angstrom": [[0.569891, -0.312750, -0.409067], [0.654528, -0.111928, 0.878015], [0.972216, -1.381591, -1.301256], [0.305490, 1.187887, 1.709814], [-2.967793, 0.535192, -1.915336], [-2.162131, -0.202816, 0.222623], [0.319103, 0.845971, -1.206986], [1.069838, -1.119314, 1.633576], [-0.277798, 0.936782, 2.859389], [1.365147, 1.979879, 1.984747], [-0.500844, 2.002245, 0.979116], [-2.781201, 0.867419, -0.532736], [2.033441, -1.716636, -1.374625], [0.942543, -1.242808, -2.416192], [0.457572, -2.267533, -1.111083]],
  "forces_ev_per_angstrom": [[0.9, 3.5, -3.0], [-0.3, 1.3, 1.7], [2.0, -1.4, -2.3], [0.4, 0.5, -1.8], [-0.3, 0.7, 0.0], [-0.8, 1.0, 0.1], [-0.2, -1.3, 1.4], [0.1, -0.5, 0.7], [-0.3, -0.6, 0.2], [0.3, -0.8, -0.1], [-0.1, -0.5, 0.3], [0.7, -1.8, -0.2], [-0.2, 0.6, 1.4], [-1.1, 0.9, 1.1], [-1.1, -1.5, 0.4]],
  "nbo_charge": [0.376, 0.223, -0.720, 0.954, -0.821, -0.848, -0.355, -0.295, -0.293, -0.318, -0.332, 1.665, 0.253, 0.266, 0.243],
  "lumo_ev": -1.2,
  "energy_ev": -32712.4831,
  "de_lowest_kcal_mol": 0.0,
  "homo_energy_ev": -10.24,
  "gap_ev": 9.08,
  "charge": 0
}



Entry 2:
{
  "formula": "C9H15N3O6",
  "method": "wB97M-V/def2-TZVPD",
  "species": ["N", "C", "O", "C", "C", "C", "N", "C", "O", "C", "N", "C", "C", "O", "O", "C", "O", "O", "H", "H", "H", "H", "H", "H", "H", "H", "H", "H", "H", "H", "H", "H", "H"],
  "positions_angstrom": [[-1.079373, -1.646750, 1.520477], [-1.261156, -2.075843, 0.266189], [-0.368410, -2.491500, -0.430563], [-2.567572, -1.711665, -0.432211], [-2.288067, -0.506807, -1.371907], [-1.604351, 0.666329, -0.715351], [-0.122801, 0.453355, -0.534897], [0.591965, 1.581941, -0.380602], [0.057955, 2.737553, -0.134958], [2.028337, 1.272902, -0.230922], [2.860047, 2.492542, -0.011844], [2.552164, 0.163963, 0.762658], [2.626666, -1.138819, 0.150070], [2.215529, -1.275245, -0.964648], [3.234717, -2.108802, 0.871790], [-2.429830, 1.044011, 0.494708], [-3.535517, 0.661211, 0.782167], [-1.879205, 2.159386, 1.201543], [-0.317659, -2.085518, 2.017330], [-1.779182, -1.305206, 2.163249], [-3.148097, -2.568177, -0.943825], [-3.203601, -1.429657, 0.395526], [-3.203191, -0.125566, -1.883463], [-1.616728, -0.864051, -2.255302], [-1.581542, 1.519714, -1.428524], [0.382743, -0.292801, -1.113202], [2.247955, 0.859553, -1.225970], [2.397640, 3.191218, 0.413694], [3.265558, 2.741283, -0.938598], [3.673838, 0.504788, 0.933378], [2.135500, 0.042886, 1.785816], [2.826492, -2.866977, 0.450151], [-1.110820, 2.400751, 0.788029]],
  "forces_ev_per_angstrom": [[0.4, -0.4, 2.0], [-1.3, 0.5, -2.4], [1.4, -1.2, 0.2], [-1.1, -0.5, 0.4], [0.5, -1.3, -2.3], [0.9, -0.5, -1.4], [-0.8, 0.0, -1.2], [-2.0, 2.1, 2.7], [2.6, -3.3, -1.6], [2.4, 1.1, 0.1], [2.2, -4.0, -3.4], [1.9, 2.3, 1.5], [0.4, 0.3, -0.3], [-0.2, -1.6, -1.1], [-0.9, 0.5, -0.3], [0.5, 4.0, 2.2], [1.1, 0.0, -0.3], [-5.6, -4.1, 1.4], [0.3, 0.2, -0.2], [-0.4, -0.1, -0.6], [1.6, 1.2, 0.6], [-0.6, 0.4, -0.3], [0.4, -0.5, 0.7], [-1.0, 0.5, 1.5], [-0.8, -0.2, 0.6], [-1.2, 0.8, 1.4], [0.5, 0.2, 0.3], [-2.1, 3.0, 1.4], [-0.6, 0.3, 1.4], [-2.2, -0.7, -0.1], [-0.1, 0.6, -0.7], [0.4, -1.2, -0.1], [3.5, 1.4, -2.0]],
  "nbo_charge": [-0.822, 0.676, -0.635, -0.510, -0.398, -0.195, -0.621, 0.679, -0.681, -0.157, -0.827, -0.526, 0.787, -0.608, -0.669, 0.784, -0.565, -0.688, 0.397, 0.410, 0.247, 0.231, 0.242, 0.224, 0.257, 0.469, 0.242, 0.374, 0.369, 0.283, 0.254, 0.500, 0.478],
  "lumo_ev": 0.5,
  "energy_ev": -26331.5983,
  "de_lowest_kcal_mol": 64.1,
  "homo_energy_ev": -9.91,
  "gap_ev": 10.38,
  "smiles": "NC(=O)CC[C@H](NC(=O)[C@@H](N)CC(=O)O)C(=O)O",
  "charge": 0
}



Entry 3:
{
  "formula": "C3H9N4",
  "method": "wB97M-V/def2-TZVPD",
  "species": ["N", "C", "N", "N", "C", "C", "N", "H", "H", "H", "H", "H", "H", "H", "H", "H"],
  "positions_angstrom": [[0.367615, 2.191220, -0.826735], [0.102068, 1.117139, -0.006803], [-0.653258, 1.144125, 0.999691], [-0.714747, -0.193091, 1.614550], [0.346519, -1.091011, 0.950018], [0.594245, -0.332485, -0.468491], [-0.229675, -0.927954, -1.633972], [0.605751, 1.962299, -1.756387], [-0.016663, 3.155497, -0.899513], [-1.748909, -0.348300, 1.542279], [-0.523213, -0.244037, 2.561552], [-0.066365, -2.131574, 0.765254], [1.273430, -1.025617, 1.502052], [1.626735, -0.253229, -0.718829], [0.194910, -1.613745, -2.241263], [-1.158442, -1.409235, -1.383402]],
  "forces_ev_per_angstrom": [[-0.4, 0.1, 0.6], [0.3, -0.3, -3.5], [-0.4, 0.5, 2.5], [-0.6, 0.1, -3.3], [-1.1, -0.1, -3.0], [-2.9, -1.1, 0.7], [-1.1, 0.5, 1.9], [0.6, -0.9, -0.9], [-0.1, -1.3, 1.4], [1.1, -1.0, -0.3], [0.5, 0.9, 2.7], [0.8, 1.3, 0.5], [-0.2, -0.2, 0.6], [0.7, -0.4, -0.3], [0.9, 0.3, 0.2], [1.9, 1.5, 0.1]],
  "nbo_charge": [-0.774, 0.444, -0.328, -0.377, -0.267, -0.089, -0.855, 0.406, 0.439, 0.450, 0.425, 0.258, 0.248, 0.244, 0.398, 0.377],
  "lumo_ev": -3.2,
  "energy_ev": -9209.0450,
  "de_lowest_kcal_mol": 59.4,
  "homo_energy_ev": -13.82,
  "gap_ev": 10.61,
  "smiles": "NC1=N[NH2+]C[C@H]1N",
  "charge": 1
}



Which formula does entry 2 have?
C9H15N3O6



Which value of charge does entry 1 give?
0